Molecular formula: C34H37GaN3O2P2
Method: DFT, wB97M-V/def2-TZVPD

Values from the calculation:
Energy relative to the best compared isomer or geometry (same formula, charge and spin) = 0.0 kJ/mol

Structure (ORCA input):
```
! RIJCOSX wB97M-V def2-TZVPD def2/J DEFGRID3
* xyz 3 1
Ga -0.788 -0.398 -0.680
N 1.608 -0.370 0.903
P 1.771 -0.311 -0.781
C 2.263 1.363 -1.189
C 3.569 1.795 -0.933
C 3.908 3.112 -1.191
C 2.961 3.992 -1.709
C 1.664 3.566 -1.955
C 1.316 2.251 -1.692
C 3.122 -1.432 -1.113
C 4.015 -1.144 -2.148
C 5.123 -1.956 -2.336
C 5.321 -3.063 -1.520
C 4.398 -3.383 -0.530
C 3.290 -2.578 -0.329
P 0.154 0.166 1.536
C -0.003 -0.629 3.124
C 0.314 -1.988 3.243
C 0.245 -2.593 4.485
C -0.167 -1.859 5.594
C -0.516 -0.521 5.465
C -0.442 0.103 4.229
C 0.186 1.942 1.729
C -1.028 2.631 1.779
C -1.034 3.998 2.004
C 0.170 4.676 2.154
C 1.378 3.993 2.081
C 1.393 2.622 1.882
H 2.352 -0.717 1.499
H 4.311 1.111 -0.541
H 4.916 3.453 -0.994
H 3.245 5.013 -1.929
H 0.933 4.254 -2.360
H 0.303 1.910 -1.882
H 3.862 -0.287 -2.791
H 5.833 -1.719 -3.116
H 6.194 -3.686 -1.661
H 4.546 -4.260 0.086
H 2.567 -2.842 0.434
H 0.620 -2.560 2.375
H 0.511 -3.636 4.595
H -0.220 -2.337 6.563
H -0.838 0.042 6.331
H -0.697 1.150 4.130
H -1.965 2.095 1.660
H -1.971 4.535 2.065
H 0.165 5.743 2.335
H 2.310 4.530 2.195
H 2.332 2.084 1.856
C -4.534 1.724 -1.118
C -3.683 0.662 -0.507
O -2.441 0.614 -0.737
N -4.241 -0.232 0.286
C -3.456 -1.250 0.977
C -2.973 -2.358 0.071
C -3.709 -3.517 -0.088
C -3.197 -4.560 -0.846
C -1.941 -4.422 -1.417
C -1.269 -3.232 -1.246
N -1.775 -2.210 -0.530
H -3.926 2.411 -1.699
H -5.067 2.276 -0.343
H -5.284 1.273 -1.771
H -5.240 -0.197 0.437
H -4.072 -1.673 1.766
H -2.593 -0.773 1.441
H -4.674 -3.610 0.394
H -3.766 -5.471 -0.982
H -1.495 -5.221 -1.992
H -0.292 -3.078 -1.687
C -1.554 1.470 -3.921
C -1.925 0.027 -3.693
O -1.007 -0.645 -2.749
H -2.272 1.929 -4.601
H -0.561 1.564 -4.363
H -1.575 2.021 -2.979
H -1.908 -0.552 -4.614
H -2.911 -0.063 -3.245
H -0.160 -0.766 -3.203
*
```

Molecular formula: C2H2Cl2O2
Method: DFT, wB97M-V/def2-TZVPD

Values from the calculation:
Energy relative to the best compared isomer or geometry (same formula, charge and spin) = 743.5 kJ/mol

Structure (ORCA input):
```
! RIJCOSX wB97M-V def2-TZVPD def2/J DEFGRID3
* xyz 0 1
C 0.408 -0.371 0.343
C -0.803 0.176 -0.613
O 1.547 -0.271 0.886
O 2.686 0.296 0.765
Cl -0.895 2.039 -0.405
Cl -2.156 -0.810 -0.174
H -0.068 -1.162 0.962
H -0.720 0.102 -1.764
*
```

Molecular formula: C35H42ClN2O4Zr
Method: DFT, wB97M-V/def2-TZVPD

Values from the calculation:
Energy relative to the best compared isomer or geometry (same formula, charge and spin) = 72.9 kJ/mol

Structure (ORCA input):
```
! RIJCOSX wB97M-V def2-TZVPD def2/J DEFGRID3
* xyz 1 1
Zr 0.477 -0.481 -0.399
C 4.757 -0.629 3.301
C 3.549 0.243 2.971
C 3.878 1.194 1.819
C 2.272 -0.554 2.738
C 2.158 -1.903 3.093
C 0.955 -2.580 3.018
C -0.217 -1.945 2.603
C -1.544 -2.649 2.671
C -0.116 -0.607 2.223
C 1.117 0.071 2.271
H 5.631 0.003 3.454
H 4.990 -1.315 2.480
H 4.620 -1.218 4.207
H 3.335 0.858 3.853
H 3.990 0.664 0.872
H 4.819 1.703 2.026
H 3.120 1.966 1.680
H 3.028 -2.434 3.457
H 0.911 -3.621 3.320
H -1.959 -2.552 3.676
H -1.438 -3.716 2.468
H -2.265 -2.225 1.973
H -1.021 -0.045 2.022
H 1.132 1.140 2.078
O 3.965 -0.253 -2.220
C 2.803 -0.270 -2.012
O 2.181 0.300 -0.921
C 1.772 -1.072 -2.882
O 2.067 -1.577 -3.908
O 0.566 -1.142 -2.255
C -6.131 0.004 -0.395
C -4.719 -0.510 -0.475
C -4.479 -1.869 -0.652
C -3.184 -2.356 -0.702
C -2.886 -3.823 -0.856
C -2.152 -1.436 -0.602
C -2.331 -0.050 -0.501
C -3.652 0.383 -0.387
N -1.152 0.752 -0.418
C -1.001 2.160 -0.930
C -2.248 3.048 -0.819
C -1.937 4.478 -1.291
C -0.818 5.086 -0.445
C 0.434 4.218 -0.576
C 0.874 4.149 -2.043
C -0.259 3.565 -2.894
C -1.508 4.439 -2.760
C -0.573 2.148 -2.404
C 0.100 2.809 -0.078
H -6.830 -0.796 -0.160
H -6.436 0.442 -1.348
H -6.227 0.779 0.366
H -5.311 -2.560 -0.731
H -3.802 -4.405 -0.936
H -2.330 -4.204 0.006
H -2.292 -4.016 -1.752
H -1.165 -1.894 -0.640
H -3.874 1.420 -0.208
H -2.612 3.061 0.214
H -3.040 2.652 -1.456
H -2.845 5.074 -1.186
H -1.124 5.146 0.604
H -0.607 6.106 -0.778
H 1.240 4.629 0.035
H 1.773 3.530 -2.137
H 1.137 5.147 -2.400
H 0.052 3.518 -3.939
H -2.316 4.037 -3.378
H -1.300 5.450 -3.118
H 0.324 1.531 -2.536
H -1.364 1.686 -3.003
H -0.240 2.840 0.963
H 1.026 2.217 -0.106
Cl 0.756 -6.355 -0.873
C 1.645 -4.929 -0.506
C 3.022 -4.956 -0.362
C 3.672 -3.772 -0.067
C 2.937 -2.611 0.073
N 1.604 -2.586 -0.077
C 0.974 -3.734 -0.366
H 3.565 -5.883 -0.488
H 4.747 -3.736 0.043
H 3.425 -1.672 0.300
H -0.099 -3.706 -0.496
*
```

Molecular formula: C5H12NO
Method: DFT, wB97M-V/def2-TZVPD

Values from the calculation:
Energy relative to the best compared isomer or geometry (same formula, charge and spin) = 32.6 kJ/mol

Structure (ORCA input):
```
! RIJCOSX wB97M-V def2-TZVPD def2/J DEFGRID3
* xyz 1 1
C -2.915 -0.934 -0.386
C -2.896 0.032 0.518
C 0.903 0.214 -0.030
C 0.195 1.507 -0.156
C 3.029 -1.001 0.104
N 2.202 0.180 0.017
O 0.242 -0.902 0.023
H -2.697 -1.962 -0.141
H -3.195 -0.737 -1.407
H -3.181 1.043 0.268
H -2.666 -0.148 1.557
H -0.746 1.490 0.392
H -0.048 1.680 -1.205
H 0.801 2.338 0.193
H 3.812 -0.837 0.842
H 2.429 -1.861 0.387
H 3.501 -1.197 -0.860
H 2.702 1.059 -0.042
H -0.744 -0.808 0.008
*
```

Molecular formula: C25H51I2NO
Method: DFT, wB97M-V/def2-TZVPD

Structure (ORCA input):
```
! RIJCOSX wB97M-V def2-TZVPD def2/J DEFGRID3
* xyz 0 1
C 7.449 1.458 3.567
C 7.088 0.042 3.945
I 8.633 -1.026 4.959
C 5.912 -0.494 3.633
I 5.573 -2.565 4.140
C 4.786 0.225 2.862
C 3.435 -0.440 3.363
C 2.393 0.680 3.143
N 3.109 1.828 3.751
C 4.443 1.703 3.192
O 5.036 2.719 3.010
H 6.891 2.128 4.221
H 7.180 1.715 2.546
H 8.497 1.649 3.786
H 4.796 -0.077 1.811
H 3.432 -0.520 4.448
H 3.139 -1.364 2.873
H 1.556 0.525 3.827
H 2.059 0.840 2.122
H 3.194 1.704 4.757
C -2.513 -0.197 0.313
C -2.600 -1.643 0.788
C -1.745 -1.931 2.021
C -0.242 -1.732 1.820
C 0.379 -2.561 0.697
C 0.270 -4.066 0.923
H -1.499 0.070 0.009
H -3.165 -0.040 -0.548
H -2.826 0.491 1.102
H -2.325 -2.315 -0.031
H -3.642 -1.869 1.030
H -1.937 -2.955 2.354
H -2.074 -1.284 2.840
H 0.267 -1.973 2.760
H -0.036 -0.674 1.631
H 1.437 -2.296 0.615
H -0.075 -2.300 -0.264
H 0.756 -4.354 1.857
H 0.754 -4.610 0.111
H -0.770 -4.394 0.963
C -7.944 0.017 -3.695
C -8.035 -1.428 -3.215
C -7.186 -1.711 -1.977
C -5.681 -1.515 -2.167
C -5.052 -2.349 -3.282
C -5.165 -3.852 -3.049
H -6.928 0.280 -3.994
H -8.591 0.175 -4.559
H -8.259 0.708 -2.910
H -7.756 -2.103 -4.029
H -9.078 -1.654 -2.977
H -7.381 -2.734 -1.641
H -7.519 -1.061 -1.162
H -5.179 -1.752 -1.222
H -5.472 -0.458 -2.358
H -3.993 -2.085 -3.356
H -5.498 -2.093 -4.247
H -4.686 -4.136 -2.109
H -4.674 -4.402 -3.854
H -6.205 -4.180 -3.015
C 4.744 2.565 -0.567
C 3.234 2.482 -0.377
C 2.479 2.150 -1.665
C 2.618 3.188 -2.779
C 2.175 4.601 -2.402
C 0.697 4.694 -2.036
H 5.019 3.364 -1.257
H 5.232 2.768 0.388
H 5.141 1.623 -0.954
H 2.864 3.416 0.053
H 3.018 1.702 0.359
H 1.420 2.008 -1.428
H 2.832 1.185 -2.044
H 2.034 2.851 -3.641
H 3.658 3.223 -3.118
H 2.368 5.261 -3.252
H 2.782 4.983 -1.577
H 0.070 4.358 -2.865
H 0.424 5.726 -1.807
H 0.458 4.090 -1.160
*
```

Molecular formula: CH6N2O
Method: DFT, wB97M-V/def2-TZVPD

Values from the calculation:
Structure (SMILES) = [H]/N=C\N.O
Energy relative to the best compared isomer or geometry (same formula, charge and spin) = 73.8 kJ/mol

Structure (ORCA input):
```
! RIJCOSX wB97M-V def2-TZVPD def2/J DEFGRID3
* xyz 0 1
H 1.572 0.403 2.318
N 1.281 1.222 1.786
C 0.289 0.914 1.049
N -0.374 -0.292 0.987
H -0.138 1.618 0.333
H -0.077 -0.984 1.659
H -0.621 -0.630 0.077
O -0.626 -0.651 -2.334
H -0.693 -1.529 -2.761
H -0.612 -0.072 -3.114
*
```

Molecular formula: C9H24I2N4O6P2
Method: DFT, wB97M-V/def2-TZVPD

Values from the calculation:
Structure (SMILES) = CCC[C@@H](OCCOCP(O)I)P(O)I.NC(N)=O.NC(N)=O

Structure (ORCA input):
```
! RIJCOSX wB97M-V def2-TZVPD def2/J DEFGRID3
* xyz 0 1
C 1.182 -2.405 -0.447
C 1.325 -0.937 -0.011
C 0.015 -0.307 0.505
C -0.293 1.049 -0.120
O -1.630 1.454 0.105
C -2.556 0.876 -0.792
C -3.944 1.181 -0.257
O -4.898 0.439 -1.007
C -5.794 -0.344 -0.256
P -4.953 -1.845 0.471
O -4.513 -1.326 1.961
I -7.063 -3.034 0.955
P 0.793 2.556 0.324
O -0.330 3.409 1.179
I 2.187 1.781 2.225
H 0.156 -2.637 -0.748
H 1.451 -3.095 0.353
H 1.835 -2.629 -1.293
H 1.711 -0.341 -0.846
H 2.082 -0.874 0.773
H -0.820 -0.968 0.246
H 0.005 -0.214 1.594
H -0.122 0.971 -1.208
H -2.436 -0.212 -0.871
H -2.427 1.301 -1.797
H -4.174 2.247 -0.352
H -3.965 0.923 0.807
H -6.302 0.241 0.527
H -6.554 -0.707 -0.951
H -5.123 -0.694 2.363
H 0.091 3.917 1.881
N 2.738 5.930 0.966
C 3.669 5.612 0.011
N 3.813 6.539 -0.987
O 4.320 4.587 0.049
H 2.192 6.770 0.951
H 2.617 5.274 1.716
H 4.482 6.334 -1.705
H 3.281 7.386 -1.036
N 2.796 -6.340 -1.552
C 3.146 -5.813 -0.338
N 4.477 -5.887 -0.031
O 2.330 -5.310 0.412
H 3.451 -6.757 -2.184
H 1.826 -6.300 -1.802
H 4.763 -5.507 0.851
H 5.163 -6.294 -0.637
*
```

Molecular formula: C13H41N11O22P2
Method: DFT, wB97M-V/def2-TZVPD

Values from the calculation:
Structure (SMILES) = NP(O)[PH3]C[C@H]1CO1.C[N+](=O)[O-].C[N+](=O)[O-].C[N+](=O)[O-].C[N+](=O)[O-].C[N+](=O)[O-].C[N+](=O)[O-].C[N+](=O)[O-].C[N+](=O)[O-].C[N+](=O)[O-].C[N+](=O)[O-]

Structure (ORCA input):
```
! RIJCOSX wB97M-V def2-TZVPD def2/J DEFGRID3
* xyz 0 1
N 5.278 -0.601 2.506
P 4.259 -0.839 1.025
O 4.186 -2.552 0.598
P 2.226 -0.197 1.661
C 0.539 0.327 2.420
C -0.754 -0.497 1.510
C -1.035 -2.135 2.013
O -2.030 -0.866 2.333
H 5.344 -1.491 3.046
H 6.210 -0.201 2.261
H 3.340 -2.678 0.050
H 1.647 -0.551 0.387
H 2.294 -1.249 2.665
H 2.797 1.126 1.819
H 0.454 -0.111 3.503
H 0.306 1.472 2.340
H -0.855 -0.240 0.286
H -0.835 -2.396 3.136
H -1.888 -2.679 1.391
C -2.246 3.365 0.572
N -0.845 3.330 0.071
O -0.311 2.220 -0.038
O -0.321 4.418 -0.198
H -2.577 2.343 0.767
H -2.252 3.955 1.491
H -2.861 3.829 -0.202
C 2.417 -5.955 0.245
N 2.922 -5.279 -0.981
O 2.684 -4.071 -1.099
O 3.542 -5.980 -1.789
H 1.893 -5.222 0.863
H 1.737 -6.748 -0.072
H 3.280 -6.361 0.777
C 2.607 2.538 -1.768
N 3.365 1.283 -1.514
O 4.174 1.290 -0.579
O 3.126 0.326 -2.260
H 2.917 3.291 -1.041
H 2.840 2.863 -2.784
H 1.545 2.310 -1.658
C 1.054 -1.360 -4.144
N -0.116 -1.463 -5.058
O -0.110 -2.384 -5.883
O -1.007 -0.617 -4.921
H 1.756 -2.164 -4.376
H 1.516 -0.385 -4.310
H 0.682 -1.455 -3.122
C -5.775 0.506 2.631
N -5.062 1.621 3.313
O -5.550 2.043 4.368
O -4.034 2.040 2.769
H -6.657 0.240 3.217
H -6.063 0.858 1.638
H -5.084 -0.337 2.569
C 1.599 2.515 -6.425
N 2.157 3.135 -5.193
O 3.253 2.722 -4.797
O 1.478 4.019 -4.657
H 2.298 1.758 -6.786
H 0.642 2.062 -6.161
H 1.474 3.308 -7.165
C -8.443 3.939 5.657
N -9.612 3.836 4.743
O -9.606 2.915 3.917
O -10.503 4.682 4.880
H -7.741 3.135 5.425
H -7.980 4.915 5.491
H -8.814 3.844 6.679
C 5.040 -2.841 -2.986
N 5.394 -2.657 -4.419
O 4.966 -1.643 -4.983
O 6.091 -3.537 -4.939
H 4.428 -1.997 -2.662
H 4.484 -3.776 -2.901
H 5.973 -2.880 -2.419
C 1.748 -1.684 6.142
N 2.768 -1.202 5.173
O 2.708 -0.014 4.832
O 3.600 -2.028 4.780
H 1.085 -0.856 6.400
H 1.190 -2.490 5.661
H 2.278 -2.042 7.027
C -3.955 0.471 -3.869
N -3.608 0.805 -2.461
O -2.813 0.056 -1.881
O -4.142 1.810 -1.978
H -3.415 -0.432 -4.162
H -5.034 0.306 -3.912
H -3.657 1.317 -4.491
*
```

no.,molecular weight (g/mol),gap between HOMO and LUMO (eV)
1,651.360,7.811
2,128.942,8.794
3,681.408,7.376
4,102.157,11.094
5,635.497,8.830
6,62.072,9.712
7,600.069,8.760
8,765.474,5.930